Record 1
{"formula": "C47H43BrF15GaGeNS2Si", "method": "ωB97M-V/def2-TZVPD", "species": ["Ga", "C", "C", "C", "C", "C", "C", "C", "C", "S", "C", "N", "C", "C", "C", "C", "C", "C", "C", "C", "H", "H", "H", "H", "H", "H", "H", "H", "H", "H", "H", "H", "H", "H", "H", "H", "F", "C", "C", "C", "F", "C", "F", "C", "F", "C", "F", "Ge", "S", "C", "C", "F", "C", "F", "C", "F", "C", "F", "C", "F", "C", "C", "F", "C", "F", "C", "F", "C", "F", "C", "F", "C", "C", "C", "C", "Si", "Br", "C", "C", "C", "C", "C", "C", "C", "C", "H", "H", "H", "H", "H", "H", "H", "H", "H", "H", "H", "H", "H", "H", "H", "H", "H", "H", "H", "H", "H", "H", "H", "H", "H", "H", "H"], "coordinates": [[0.256, 0.730, 0.205], [-1.090, -4.741, 4.448], [0.176, -4.133, 3.819], [0.204, -4.508, 2.335], [1.422, -4.729, 4.489], [0.135, -2.627, 4.037], [0.079, -2.108, 5.346], [-0.024, -0.759, 5.614], [-0.062, 0.117, 4.536], [-0.198, 1.857, 4.493], [-0.115, 1.819, 2.772], [-0.001, 0.615, 2.271], [0.025, -0.373, 3.232], [0.116, -1.740, 2.977], [-0.213, 2.963, 1.880], [-0.390, 4.268, 2.333], [-0.524, 5.296, 1.417], [-0.517, 5.019, 0.057], [-0.331, 3.718, -0.396], [-0.161, 2.681, 0.505], [-1.139, -5.807, 4.227], [-1.984, -4.263, 4.045], [-1.094, -4.622, 5.531], [0.220, -5.594, 2.246], [1.096, -4.123, 1.840], [-0.682, -4.144, 1.811], [1.414, -5.812, 4.365], [1.457, -4.513, 5.556], [2.332, -4.341, 4.029], [0.115, -2.791, 6.184], [-0.064, -0.394, 6.630], [0.165, -2.063, 1.947], [-0.416, 4.471, 3.397], [-0.624, 6.318, 1.756], [-0.643, 5.820, -0.659], [-0.309, 3.520, -1.461], [6.124, -2.814, 0.128], [5.834, -2.536, -1.145], [4.852, -1.607, -1.437], [4.643, -1.301, -2.773], [3.741, -0.345, -3.057], [5.343, -1.907, -3.797], [5.126, -1.583, -5.067], [6.305, -2.854, -3.473], [7.000, -3.443, -4.433], [6.558, -3.165, -2.146], [7.502, -4.049, -1.842], [3.826, -0.496, -0.162], [1.691, -0.956, -0.360], [4.434, -0.796, 1.698], [4.348, -2.090, 2.186], [3.720, -2.995, 1.422], [4.872, -2.451, 3.411], [4.787, -3.703, 3.852], [5.480, -1.475, 4.190], [5.983, -1.796, 5.372], [5.530, -0.159, 3.755], [6.069, 0.778, 4.528], [4.999, 0.165, 2.517], [5.009, 1.446, 2.126], [4.484, 1.318, -0.651], [3.704, 2.434, -0.853], [2.367, 2.310, -0.784], [4.234, 3.686, -1.108], [3.433, 4.740, -1.245], [5.610, 3.823, -1.208], [6.144, 5.009, -1.449], [6.429, 2.715, -1.042], [7.746, 2.839, -1.147], [5.855, 1.490, -0.753], [6.649, 0.432, -0.534], [-6.676, 0.205, -2.038], [-5.158, 0.401, -1.874], [-4.431, -0.391, -2.975], [-4.829, 1.885, -2.098], [-4.673, -0.170, -0.098], [-1.783, -0.340, -0.396], [-5.005, -2.009, 0.375], [-4.839, -2.918, -0.854], [-6.454, -2.124, 0.882], [-4.050, -2.537, 1.459], [-4.720, 1.157, 1.306], [-6.146, 1.737, 1.371], [-4.385, 0.538, 2.670], [-3.728, 2.307, 1.076], [-6.975, 0.557, -3.026], [-7.243, 0.766, -1.293], [-6.958, -0.847, -1.963], [-4.655, 0.070, -3.939], [-4.751, -1.428, -3.020], [-3.351, -0.371, -2.828], [-5.121, 2.158, -3.113], [-3.760, 2.070, -1.993], [-5.379, 2.535, -1.419], [-5.587, -2.708, -1.617], [-4.974, -3.956, -0.545], [-3.842, -2.814, -1.284], [-7.175, -1.794, 0.133], [-6.615, -1.542, 1.791], [-6.664, -3.170, 1.115], [-3.012, -2.412, 1.152], [-4.242, -3.603, 1.597], [-4.197, -2.045, 2.417], [-6.891, 0.958, 1.545], [-6.413, 2.267, 0.457], [-6.203, 2.448, 2.197], [-5.125, -0.203, 2.972], [-4.384, 1.327, 3.425], [-3.398, 0.072, 2.663], [-3.895, 2.828, 0.136], [-2.700, 1.943, 1.083], [-3.832, 3.029, 1.889]], "forces_ev_per_angstrom": [[0.472, 0.403, 0.944], [0.092, 0.013, -0.053], [-0.054, -0.137, 0.061], [0.025, 0.046, 0.124], [-0.061, 0.053, -0.069], [0.009, 0.071, -0.173], [0.030, 0.033, 0.111], [0.023, -0.020, 0.042], [0.028, 0.119, -0.313], [0.031, -0.118, -0.107], [-0.086, -0.290, 0.460], [0.190, 0.278, -0.480], [0.042, -0.196, 0.313], [-0.027, 0.066, -0.025], [-0.017, 0.358, -0.429], [0.021, -0.175, 0.094], [0.005, 0.066, -0.015], [-0.022, -0.043, -0.062], [-0.012, -0.053, -0.044], [0.488, -0.613, -0.129], [0.001, -0.028, 0.017], [-0.043, -0.017, 0.005], [-0.042, 0.013, 0.029], [-0.005, -0.025, -0.017], [0.002, 0.043, -0.052], [-0.010, 0.012, -0.044], [0.034, -0.038, 0.023], [0.001, 0.002, 0.026], [0.008, -0.005, 0.012], [-0.017, -0.022, 0.014], [-0.023, -0.038, 0.033], [0.036, -0.081, 0.030], [-0.001, 0.071, 0.008], [-0.067, -0.004, 0.039], [0.023, 0.033, 0.009], [0.046, 0.053, -0.006], [0.169, -0.166, -0.033], [-0.206, 0.154, -0.088], [-0.360, 0.089, 0.066], [-0.069, 0.002, 0.306], [0.013, -0.137, -0.306], [0.019, 0.037, 0.002], [-0.018, -0.010, -0.023], [-0.063, 0.096, 0.104], [0.015, -0.033, -0.036], [-0.014, 0.018, 0.115], [0.015, -0.029, -0.013], [0.930, 0.616, 0.184], [-0.724, 0.420, -0.153], [-0.223, -0.092, -0.349], [-0.069, 0.370, -0.084], [0.125, -0.250, 0.197], [-0.098, -0.046, -0.078], [0.045, -0.016, 0.044], [-0.071, 0.044, -0.060], [0.002, -0.015, 0.039], [-0.009, 0.028, -0.041], [0.017, -0.007, 0.031], [-0.176, -0.183, -0.147], [0.198, 0.049, 0.202], [-0.128, -0.291, 0.054], [0.141, -0.232, 0.025], [-0.095, 0.247, -0.027], [-0.085, -0.053, 0.023], [0.045, 0.042, -0.069], [-0.023, -0.080, 0.056], [-0.003, 0.034, -0.040], [0.008, -0.091, -0.007], [0.031, 0.048, 0.029], [-0.268, -0.043, 0.005], [0.223, 0.171, 0.034], [0.055, -0.176, 0.357], [0.300, -0.002, 0.042], [0.043, -0.094, 0.238], [-0.002, -0.091, 0.198], [0.229, 0.211, 0.142], [-1.430, -0.601, -0.415], [0.292, 0.050, -0.126], [-0.049, 0.237, 0.036], [0.033, 0.404, -0.046], [0.004, 0.253, -0.059], [0.201, -0.133, -0.074], [-0.030, -0.266, -0.296], [-0.048, -0.119, -0.177], [0.048, -0.187, -0.176], [0.021, 0.040, -0.036], [-0.088, 0.025, -0.032], [-0.056, -0.008, -0.038], [-0.011, 0.019, -0.025], [0.025, -0.001, -0.050], [0.030, 0.002, -0.131], [-0.004, -0.029, -0.042], [0.018, 0.085, -0.009], [0.056, 0.052, 0.003], [0.029, -0.021, -0.057], [0.020, -0.029, 0.033], [0.003, -0.101, -0.092], [-0.082, -0.043, 0.016], [-0.042, -0.024, 0.043], [0.017, -0.046, -0.005], [0.059, -0.091, 0.108], [-0.016, -0.040, -0.006], [0.056, -0.044, 0.009], [-0.091, 0.034, 0.043], [-0.050, 0.037, 0.016], [0.020, 0.004, 0.045], [0.030, -0.023, 0.056], [0.002, 0.047, 0.006], [0.035, -0.008, 0.071], [0.037, 0.060, 0.037], [-0.033, 0.070, 0.009], [-0.047, 0.028, 0.040]], "lowdin_charge": [0.047, -0.037, -0.551, -0.050, -0.027, -0.152, -0.013, -0.055, -0.434, 1.170, -0.510, 0.004, -0.277, 0.042, -0.260, -0.029, -0.054, -0.053, -0.091, -0.196, 0.090, 0.084, 0.081, 0.093, 0.081, 0.082, 0.094, 0.083, 0.074, 0.116, 0.117, 0.075, 0.106, 0.113, 0.113, 0.112, 0.114, -0.211, -0.130, -0.226, 0.077, -0.135, 0.139, -0.124, 0.155, -0.132, 0.141, 0.782, 0.391, -0.124, -0.248, 0.074, -0.136, 0.131, -0.122, 0.152, -0.134, 0.138, -0.207, 0.105, -0.127, -0.208, 0.035, -0.130, 0.132, -0.122, 0.154, -0.130, 0.145, -0.220, 0.108, -0.073, -0.620, -0.097, -0.093, 0.976, 0.510, -0.621, -0.091, -0.071, -0.105, -0.614, -0.074, -0.088, -0.096, 0.100, 0.080, 0.070, 0.095, 0.063, 0.043, 0.096, 0.079, 0.068, 0.070, 0.096, 0.080, 0.075, 0.074, 0.100, 0.034, 0.094, 0.062, 0.081, 0.069, 0.098, 0.073, 0.096, 0.074, 0.066, 0.027, 0.100], "orbital_gap_ev": 7.81, "charge": 1, "homo_energy_ev": -11.185}

---

Record 2
{"formula": "C3H12N2O2", "method": "ωB97M-V/def2-TZVPD", "species": ["C", "C", "N", "O", "H", "H", "H", "H", "H", "H", "H", "C", "N", "O", "H", "H", "H", "H", "H"], "coordinates": [[-1.330, -0.499, 0.499], [-2.596, 0.322, 0.215], [-2.265, 1.473, -0.620], [-0.629, -0.836, -0.590], [0.865, -0.468, -0.669], [-3.102, 1.913, -0.984], [-1.717, 1.138, -1.406], [-0.648, 0.180, 1.173], [-1.561, -1.352, 1.169], [-3.029, 0.665, 1.160], [-3.322, -0.364, -0.254], [2.965, -0.974, -0.229], [1.873, -0.044, -0.444], [1.034, 0.574, 1.033], [1.650, 1.175, 1.498], [2.101, 0.756, -1.028], [3.852, -0.457, 0.138], [2.640, -1.713, 0.502], [3.219, -1.489, -1.162]], "forces_ev_per_angstrom": [[0.011, 0.434, 0.473], [0.003, -0.236, -0.103], [0.058, -0.056, 0.031], [0.246, 0.075, -0.125], [0.740, 0.225, 0.184], [0.065, -0.060, 0.000], [-0.069, 0.018, 0.030], [-0.438, -0.327, -0.288], [0.024, 0.059, -0.104], [0.061, -0.036, -0.025], [0.024, 0.104, 0.017], [0.005, -0.062, 0.088], [-1.131, -0.207, -0.149], [0.593, 0.143, 0.015], [-0.033, -0.127, -0.176], [-0.045, -0.023, 0.128], [-0.087, -0.014, -0.020], [0.026, 0.035, -0.032], [-0.053, 0.054, 0.056]], "lowdin_charge": [-0.401, -0.284, -0.014, -0.181, 0.093, 0.057, 0.054, 0.118, 0.116, 0.103, 0.103, -0.086, 0.001, -0.131, 0.052, 0.131, 0.085, 0.094, 0.091], "orbital_gap_ev": [8.36, 5.74], "charge": 0, "homo_energy_ev": [-8.405, -7.253]}

---

Record 3
{"formula": "C5H9N", "method": "ωB97M-V/def2-TZVPD", "species": ["C", "C", "C", "N", "C", "C", "H", "H", "H", "H", "H", "H", "H", "H", "H"], "coordinates": [[0.866, -1.047, -0.593], [-0.381, -0.869, -1.175], [-1.441, 0.034, -0.620], [-0.968, 0.714, 0.666], [0.525, 1.183, 0.980], [1.333, -0.143, 0.471], [1.587, -1.633, -1.051], [-0.376, -1.411, -2.195], [-2.458, -0.359, -0.238], [-2.007, 0.833, -1.182], [-0.986, 0.233, 1.708], [0.821, 1.422, 1.963], [0.908, 1.921, 0.263], [2.414, 0.125, 0.411], [1.462, -1.079, 1.285]], "forces_ev_per_angstrom": [[-4.259, 3.907, -1.252], [2.458, -1.673, -1.478], [-1.283, 1.046, 2.971], [1.577, 1.067, 5.142], [-0.571, -4.351, -5.957], [1.973, -1.653, 4.349], [1.095, -1.255, -0.793], [-1.088, 0.841, 1.750], [1.810, -0.844, -0.445], [1.840, -0.461, -0.492], [-1.337, 0.378, -4.127], [-0.599, 0.206, 1.266], [-0.595, 0.294, 0.331], [-0.574, -0.221, -0.582], [-0.448, 2.719, -0.684]], "lowdin_charge": [-0.152, -0.104, -0.233, -0.125, -0.142, -0.229, 0.071, 0.113, 0.125, 0.109, 0.154, 0.074, 0.093, 0.094, 0.153], "orbital_gap_ev": 9.40, "charge": 0, "homo_energy_ev": -8.335, "smiles": "C1=CCNCC1"}

---

The evaluated relative energy (zero: lowest compared OMol25 entry of this formula, charge and spin) for the records listed, in turn: 48.1; 609.6; 388.4 kJ/mol.